(1)
{"formula": "C6H5N2", "method": "wB97M-V/def2-TZVPD", "charge": 1, "e_above_lowest_ev": 6.049, "multiplicity": 1, "total_energy_ha": -340.60702, "species": ["C", "C", "C", "C", "C", "C", "N", "N", "H", "H", "H", "H", "H"], "coordinates": [[2.4411, -0.6833, 0.2291], [-3.3276, -0.3497, 0.1416], [1.7716, 0.6567, 0.0649], [0.1892, 0.5567, -0.1566], [0.3792, -1.8497, -0.0938], [-0.2518, -0.6872, -0.1410], [-2.2457, -0.6731, 0.2354], [1.7164, -1.7120, 0.0493], [-4.3092, 0.0131, 0.2983], [1.7255, 0.9981, 1.1244], [2.1963, 1.3887, -0.5051], [-0.3008, 1.5005, -0.1706], [-0.0239, -2.8201, -0.2842]], "lowdin_charge": [0.0860, 0.1452, -0.0760, 0.0568, -0.0771, -0.0241, 0.1788, 0.1120, 0.1015, 0.1537, 0.0833, 0.1254, 0.1345]}

(2)
{"formula": "C6H10", "method": "wB97M-V/def2-TZVPD", "smiles": "C=CC(=C)CC", "e_above_lowest_ev": 1.182, "multiplicity": 1, "total_energy_ha": -234.55906, "species": ["C", "C", "C", "C", "C", "C", "H", "H", "H", "H", "H", "H", "H", "H", "H", "H"], "coordinates": [[1.8027, -1.3708, 0.8312], [0.5520, -1.0013, 0.6055], [0.1376, -0.1952, -0.5715], [0.7327, -0.3086, -1.7525], [-1.1541, 0.5468, -0.4244], [-1.3190, 1.3838, 0.8359], [2.1122, -2.0423, 1.6135], [2.6028, -1.0031, 0.2026], [-0.2629, -1.2996, 1.2446], [1.6130, -0.9314, -1.8885], [0.6033, 0.2877, -2.6558], [-1.4379, 1.1459, -1.2888], [-1.9691, -0.1816, -0.3691], [-2.3506, 1.7031, 0.9796], [-0.7300, 2.3125, 0.8741], [-0.9327, 0.9543, 1.7639]], "lowdin_charge": [0.0175, -0.1496, -0.3339, 0.0484, -0.2331, -0.1181, 0.0519, 0.0589, 0.1025, 0.0571, 0.0659, 0.1100, 0.1149, 0.0692, 0.0745, 0.0639]}

(3)
{"formula": "C5H12ClP", "method": "wB97M-V/def2-TZVPD", "smiles": "CCC(C)(C)PCl", "e_above_lowest_ev": 2.092, "multiplicity": 1, "total_energy_ha": -999.20661, "species": ["C", "C", "C", "C", "C", "P", "Cl", "H", "H", "H", "H", "H", "H", "H", "H", "H", "H", "H", "H"], "coordinates": [[-2.1166, -0.1961, -0.0390], [-0.8533, 0.1062, 0.8036], [0.4455, 0.1446, 0.0478], [0.3351, 1.2156, -0.9461], [0.8809, -1.1196, -0.5461], [1.9166, 0.6249, 1.3756], [2.4217, -1.1288, 2.1747], [-2.5324, 0.7487, -0.2531], [-2.2942, -0.7812, -0.9189], [-2.8880, -0.5403, 0.6263], [-0.7569, -0.5211, 1.7778], [-1.0183, 1.0790, 1.2970], [-0.5719, 1.1040, -1.4466], [1.1758, 1.2074, -1.7384], [0.2607, 2.2205, -0.5608], [0.8286, -1.9271, 0.2743], [0.1733, -1.7230, -1.2033], [1.9090, -1.0867, -1.0416], [2.6844, 0.5731, 0.3166]], "lowdin_charge": [-0.0986, -0.2749, -0.8000, -0.1300, -0.1933, 0.5419, 0.1757, 0.0497, 0.0722, 0.0627, 0.1271, 0.1054, 0.0520, 0.1207, 0.0800, 0.0612, 0.0990, 0.0996, -0.1506]}

(4)
{"formula": "C25H51INO2", "method": "wB97M-V/def2-TZVPD", "s2": 0.754, "multiplicity": 2, "total_energy_ha": -1485.99281, "species": ["C", "C", "O", "C", "C", "C", "C", "C", "C", "C", "C", "C", "I", "C", "C", "C", "C", "N", "O", "C", "C", "C", "C", "H", "H", "H", "H", "H", "H", "H", "H", "H", "H", "H", "H", "H", "H", "H", "H", "H", "H", "H", "H", "H", "H", "H", "H", "H", "H", "H", "H", "H", "H", "H", "H", "H", "H", "H", "H", "H", "C", "C", "C", "C", "C", "C", "H", "H", "H", "H", "H", "H", "H", "H", "H", "H", "H", "H", "H", "H"], "coordinates": [[7.7230, -1.4121, 2.2887], [6.6777, -1.1302, 1.2110], [7.1555, -0.3127, 0.1636], [7.3295, 1.0331, 0.5358], [6.0256, 1.8669, 0.6107], [4.8390, 1.3231, -0.2024], [3.6252, 0.9246, 0.6496], [2.3272, 0.8570, -0.1546], [1.0184, 1.1589, 0.6240], [1.0484, 2.6708, 0.9575], [-0.0242, 3.1946, 1.9045], [0.0793, 4.7140, 2.0202], [-1.0261, 5.4557, 3.6864], [1.0035, 0.2781, 1.8949], [-0.1989, -0.6529, 2.1644], [0.3106, -1.8587, 2.9699], [-1.3190, 0.0184, 2.9946], [-0.7253, -1.1703, 0.8756], [-0.0508, -2.1417, 0.3896], [-1.1999, -0.1827, -0.1265], [-2.5468, 0.4367, 0.3092], [-1.4508, -0.9372, -1.4378], [-0.1475, 0.9254, -0.3842], [7.4892, -2.3494, 2.7896], [7.7135, -0.6380, 3.0577], [8.7216, -1.4469, 1.8607], [6.3686, -2.0629, 0.7417], [5.7893, -0.6936, 1.6767], [8.0002, 1.4757, -0.1975], [7.8462, 1.0967, 1.4986], [5.7450, 2.0156, 1.6534], [6.2751, 2.8553, 0.2237], [4.5018, 2.1095, -0.8823], [5.1515, 0.4895, -0.8272], [3.5495, 1.5925, 1.5076], [3.8146, -0.0698, 1.0623], [2.2222, -0.1363, -0.5979], [2.3632, 1.5710, -0.9829], [0.9324, 3.2037, 0.0076], [2.0246, 2.9613, 1.3488], [-1.0242, 2.9355, 1.5565], [0.1099, 2.7831, 2.9044], [-0.2665, 5.2101, 1.1175], [1.1133, 5.0118, 2.1798], [1.1114, 0.9112, 2.7772], [1.8818, -0.3625, 1.8924], [0.5505, -1.5272, 3.9796], [1.2087, -2.2874, 2.5356], [-0.4483, -2.6377, 3.0033], [-1.3258, -0.3989, 4.0000], [-2.2996, -0.1829, 2.5842], [-1.1830, 1.0904, 3.0960], [-3.1386, -0.2897, 0.8632], [-2.4168, 1.3080, 0.9480], [-3.1182, 0.7179, -0.5718], [-0.5223, -1.2029, -1.9375], [-2.0175, -0.3071, -2.1223], [-2.0101, -1.8543, -1.2616], [-0.6963, 1.8612, -0.4981], [0.2968, 0.7298, -1.3593], [-4.7729, -3.1865, -5.0170], [-6.1294, -2.7114, -4.5044], [-6.1367, -1.2470, -4.0695], [-5.1853, -0.9178, -2.9184], [-5.4081, -1.7277, -1.6426], [-6.7840, -1.5151, -1.0186], [-4.0061, -3.1307, -4.2428], [-4.8244, -4.2231, -5.3519], [-4.4426, -2.5787, -5.8620], [-6.4503, -3.3498, -3.6768], [-6.8745, -2.8421, -5.2933], [-7.1562, -0.9624, -3.7951], [-5.8717, -0.6210, -4.9274], [-5.2829, 0.1476, -2.6830], [-4.1518, -1.0585, -3.2482], [-4.6407, -1.4455, -0.9165], [-5.2568, -2.7919, -1.8427], [-6.9457, -0.4605, -0.7847], [-6.8827, -2.0812, -0.0915], [-7.5845, -1.8376, -1.6859]], "lowdin_charge": [-0.0737, -0.2695, -0.1631, -0.2193, -0.1572, -0.1858, -0.2033, -0.1511, -0.3757, -0.1608, -0.3305, -0.6708, 0.7458, -0.0504, -0.4381, -0.0401, -0.0039, -0.1228, -0.0071, -0.4403, -0.0326, -0.0404, -0.0456, 0.0728, 0.0665, 0.0816, 0.1217, 0.1025, 0.1194, 0.1096, 0.1016, 0.1042, 0.1046, 0.1155, 0.1048, 0.0973, 0.1306, 0.1164, 0.1262, 0.1141, 0.0945, 0.0743, 0.0477, 0.0419, 0.1247, 0.1014, 0.0882, 0.0761, 0.0935, 0.0825, 0.0603, 0.0645, 0.0775, 0.0655, 0.0799, 0.0812, 0.0803, 0.0882, 0.1164, 0.1113, -0.1099, -0.2694, -0.2277, -0.2327, -0.2671, -0.1059, 0.0633, 0.0689, 0.0747, 0.0978, 0.1037, 0.1011, 0.1094, 0.1094, 0.0885, 0.0809, 0.1021, 0.0752, 0.0696, 0.0655]}

(5)
{"formula": "C56H81F6N11O18S2", "method": "wB97M-V/def2-TZVPD", "multiplicity": 1, "total_energy_ha": -5534.68759, "species": ["C", "C", "N", "C", "C", "C", "C", "C", "O", "C", "H", "H", "H", "H", "H", "H", "H", "H", "H", "H", "H", "H", "H", "H", "H", "H", "H", "H", "H", "H", "C", "F", "F", "F", "S", "O", "O", "N", "S", "O", "O", "C", "F", "F", "F", "O", "C", "N", "C", "H", "H", "H", "H", "H", "O", "C", "N", "C", "H", "H", "H", "H", "H", "O", "C", "N", "C", "H", "H", "H", "H", "H", "O", "C", "N", "C", "H", "H", "H", "H", "H", "O", "C", "N", "C", "H", "H", "H", "H", "H", "O", "C", "N", "C", "H", "H", "H", "H", "H", "O", "C", "N", "C", "H", "H", "H", "H", "H", "O", "C", "N", "C", "H", "H", "H", "H", "H", "O", "C", "N", "C", "H", "H", "H", "H", "H", "C", "C", "C", "C", "C", "C", "C", "O", "C", "C", "C", "C", "C", "C", "C", "O", "H", "H", "H", "H", "H", "H", "H", "H", "C", "C", "C", "C", "C", "C", "C", "O", "C", "C", "C", "C", "C", "C", "C", "O", "H", "H", "H", "H", "H", "H", "H", "H"], "coordinates": [[2.6863, 1.0240, 1.5568], [1.6097, 1.4092, 0.5576], [1.7106, 0.5106, -0.7518], [0.6102, 1.2325, -1.7005], [3.0461, 0.8959, -1.4969], [2.9782, 0.6293, -3.0113], [1.5335, -1.0219, -0.5524], [0.4360, -1.5367, 0.4036], [-0.7207, -0.7627, 0.1525], [-1.8400, -0.8738, 1.0769], [2.8747, -0.0471, 1.4829], [2.4024, 1.1443, 2.6023], [3.6246, 1.4917, 1.2585], [1.7467, 2.4776, 0.3909], [0.6970, 1.1773, 1.1065], [0.4943, 0.6384, -2.6070], [0.8353, 2.2910, -1.8306], [-0.3539, 1.1507, -1.1987], [3.8352, 0.3829, -0.9470], [3.4012, 1.9129, -1.3304], [2.3528, 1.3271, -3.5682], [2.5375, -0.3618, -3.1189], [4.0374, 0.6600, -3.2668], [2.4454, -1.4979, -0.1919], [1.3391, -1.4100, -1.5522], [0.6742, -1.4686, 1.4651], [0.1354, -2.5367, 0.0908], [-2.0965, -1.9245, 1.2124], [-2.6576, -0.3588, 0.5727], [-1.6863, -0.5352, 2.1015], [-4.6592, -0.7441, -2.8207], [-3.5373, -1.3279, -2.4550], [-4.9694, -1.1544, -4.0985], [-5.6027, -0.9900, -1.7924], [-4.4467, 1.2223, -2.9607], [-5.7246, 1.6771, -3.5345], [-4.2300, 1.5890, -1.5984], [-3.1254, 1.2362, -4.1220], [-2.6083, 2.7219, -3.8990], [-3.6846, 3.6357, -4.2331], [-1.8829, 2.8983, -2.5981], [-1.2891, 2.8744, -5.2698], [-0.8233, 4.1920, -5.3503], [-0.2811, 2.0877, -5.0774], [-1.8224, 2.5342, -6.4252], [3.5130, -4.1075, -2.1014], [3.2001, -4.4910, -3.2392], [2.9441, -3.6070, -4.2065], [3.0036, -5.9048, -3.5892], [3.0791, -2.6552, -3.8967], [2.5138, -3.8742, -5.0803], [2.9908, -6.4449, -2.6425], [3.8601, -6.3858, -4.0616], [2.0372, -6.1027, -4.0530], [6.6288, -0.8800, -2.2114], [6.6593, -1.1755, -3.3777], [6.4335, -0.2484, -4.2791], [6.8833, -2.5781, -3.7600], [6.2209, 0.6546, -3.8796], [6.5968, -0.4157, -5.2617], [6.5969, -3.3617, -3.0585], [7.9307, -2.7897, -3.9751], [6.1891, -2.8091, -4.5681], [4.1881, -2.2204, 1.4993], [5.0673, -1.8699, 0.6898], [5.0766, -2.3332, -0.5447], [6.2854, -1.2153, 1.1793], [4.4137, -3.0224, -0.8698], [5.6441, -1.8513, -1.2272], [6.8943, -1.9722, 1.6736], [6.0366, -0.4314, 1.8948], [6.8349, -0.8652, 0.3056], [-1.3500, -5.3918, -3.3278], [-0.8004, -5.3312, -2.2541], [-0.0378, -4.2631, -1.9412], [-0.7842, -6.5211, -1.3187], [-0.1688, -3.4030, -2.4542], [0.5912, -4.3493, -1.1557], [-1.7493, -6.5720, -0.8146], [-0.0307, -6.5333, -0.5312], [-0.6545, -7.4583, -1.8600], [3.0451, 2.3418, 6.6782], [2.8693, 1.1414, 6.8513], [3.2304, 0.6127, 8.0023], [2.3969, 0.2212, 5.7761], [3.0839, -0.3389, 8.3072], [3.4197, 1.2683, 8.7470], [3.2645, -0.3241, 5.4045], [1.8678, 0.8441, 5.0550], [1.6932, -0.4500, 6.2685], [5.8977, 3.2829, -2.3169], [6.3419, 3.0813, -1.1992], [7.0764, 2.0419, -0.8918], [6.0324, 4.0802, -0.1320], [7.6469, 2.0829, -0.0593], [7.1111, 1.3313, -1.6086], [5.7338, 3.5428, 0.7681], [5.1663, 4.7377, -0.2077], [6.8356, 4.8115, -0.0413], [1.9849, 4.4694, -3.3604], [2.5566, 4.4283, -4.4226], [3.8219, 4.0390, -4.3492], [1.8907, 4.8750, -5.7529], [4.2273, 4.1168, -3.4274], [4.2397, 3.7985, -5.2368], [1.3034, 4.0713, -6.1970], [2.6378, 5.2081, -6.4733], [1.2133, 5.7199, -5.6287], [4.1202, 2.0779, -7.5852], [3.0132, 1.5224, -7.5921], [2.4832, 0.9516, -6.4973], [2.2872, 1.3519, -8.9587], [1.5936, 0.4734, -6.5009], [3.0114, 0.9417, -5.6365], [1.5162, 2.0998, -9.1439], [1.8084, 0.3748, -8.8943], [2.9379, 1.3201, -9.8326], [2.5989, 4.8643, 1.3121], [2.1577, 5.8006, 0.6640], [2.0096, 5.6662, -0.6291], [1.8171, 7.1514, 1.3102], [2.3467, 4.7889, -0.9992], [1.6013, 6.3937, -1.1983], [0.7709, 7.4280, 1.1792], [2.5087, 7.9337, 0.9975], [1.9322, 7.0586, 2.3901], [-5.3395, -3.7523, -0.8431], [-4.1607, -4.2480, -0.3992], [-3.8090, -4.3487, 0.9839], [-4.6752, -3.8111, 1.9598], [-5.9155, -3.3140, 1.4912], [-6.2464, -3.2509, 0.0910], [-7.0035, -3.0414, 2.4719], [-8.1320, -2.6095, 2.1374], [-6.7607, -3.4045, 3.9053], [-7.8511, -3.2984, 4.8230], [-7.6900, -3.6712, 6.1851], [-6.4788, -3.9601, 6.6563], [-5.3353, -4.0632, 5.7598], [-5.4585, -3.7190, 4.3794], [-4.3323, -3.9747, 3.4335], [-3.2179, -4.2554, 3.8785], [-5.4567, -3.6244, -1.9090], [-3.4363, -4.6838, -1.0714], [-2.8531, -4.7705, 1.2575], [-7.2209, -2.8902, -0.2034], [-8.8056, -3.0711, 4.3716], [-8.4658, -3.7925, 6.9267], [-6.2909, -4.1900, 7.6947], [-4.3878, -4.2596, 6.2396], [-5.3360, 1.0140, 1.7784], [-5.8488, 2.2679, 1.7375], [-5.9116, 2.9757, 2.9324], [-5.5295, 2.3930, 4.1802], [-5.1570, 1.0597, 4.1934], [-5.0683, 0.3565, 2.9863], [-4.8759, 0.3242, 5.5132], [-4.4230, -0.8386, 5.5350], [-5.1762, 1.0907, 6.7347], [-5.1240, 0.4000, 7.9282], [-5.1790, 1.0653, 9.0629], [-5.5787, 2.3725, 9.0493], [-5.8065, 3.1344, 7.9022], [-5.5578, 2.4569, 6.6899], [-5.5314, 3.2090, 5.4005], [-5.5411, 4.4542, 5.3300], [-5.4833, 0.3964, 0.9048], [-6.1990, 2.7098, 0.8164], [-6.3987, 3.9377, 2.8714], [-4.9050, -0.7103, 2.9444], [-4.7704, -0.6160, 8.0227], [-5.1220, 0.5822, 10.0272], [-5.8110, 2.9006, 9.9623], [-6.1845, 4.1441, 7.9655]], "lowdin_charge": [-0.0563, -0.1252, -0.1371, 0.0359, -0.1376, -0.0643, -0.0503, -0.1746, -0.2263, -0.0358, 0.0518, 0.0831, 0.0733, 0.1088, 0.1235, 0.0905, 0.0981, 0.0859, 0.1073, 0.1196, 0.0597, 0.0621, 0.0633, 0.0970, 0.1098, 0.1335, 0.1059, 0.0721, 0.0900, 0.0905, -0.5419, 0.1231, 0.0853, 0.0530, 0.6655, -0.3159, -0.3179, -0.2990, 0.5730, -0.3070, -0.3498, -0.6544, 0.0696, 0.1392, 0.1442, -0.0073, -0.6005, 0.1802, -0.0039, 0.0975, 0.1211, 0.0891, 0.0942, 0.0925, 0.0067, -0.6218, 0.2044, 0.0121, 0.1061, 0.1299, 0.0886, 0.0991, 0.0820, -0.0172, -0.6334, 0.1887, -0.0040, 0.0608, 0.0341, 0.0984, 0.0882, 0.0582, 0.0416, -0.6268, 0.1675, -0.0019, 0.1124, 0.0926, 0.0744, 0.0761, 0.0857, 0.0255, -0.6441, 0.1494, -0.0055, 0.1095, 0.1165, 0.0926, 0.0770, 0.0799, 0.0091, -0.6307, 0.1937, -0.0004, 0.1259, 0.0846, 0.0816, 0.0724, 0.0931, 0.0105, -0.5889, 0.1737, 0.0098, 0.0794, 0.0990, 0.0551, 0.0748, 0.0831, -0.0060, -0.5674, 0.1695, 0.0024, 0.1070, 0.0747, 0.0789, 0.0661, 0.0805, 0.0031, -0.6210, 0.1766, -0.0013, 0.0831, 0.1197, 0.0795, 0.0779, 0.0773, -0.0776, -0.0597, 0.0045, -0.0767, -0.0743, 0.0285, -0.2653, 0.0632, -0.0764, 0.0348, -0.0852, -0.0799, 0.0345, -0.0908, -0.2697, 0.0854, 0.1125, 0.0894, 0.1063, 0.1202, 0.1096, 0.1069, 0.1026, 0.1096, -0.0623, -0.0512, 0.0259, -0.0916, -0.0734, 0.0091, -0.2278, 0.0745, -0.0786, -0.0332, -0.0921, -0.0652, 0.0226, -0.0570, -0.2667, 0.0867, 0.1035, 0.1202, 0.1172, 0.1021, 0.1279, 0.1169, 0.1058, 0.1207]}